Entry 1:
31
Properties=species:S:1:pos:R:3 method="wB97M-V/def2-TZVPD" homo_lumo_gap_ev=5.556 total_energy_ev=-35937.5347 total_charge=-1 homo_ha=-0.1118 relative_energy_kcal_mol=42.8 lumo_ev=2.514
C -0.973 1.278 -3.592
C 0.413 0.971 -3.778
C 1.110 1.341 -2.650
C 0.156 1.811 -1.657
C -1.134 1.875 -2.343
In -0.490 -0.046 -0.724
N -1.510 -1.548 -1.288
C -0.275 -2.909 -1.660
C 0.955 -2.364 -2.190
H 2.185 1.311 -2.551
H 0.819 0.459 -4.655
H 0.434 2.576 -0.956
H -2.064 2.290 -1.944
H -1.758 1.011 -4.302
H 1.049 -1.948 -3.205
H -0.760 -3.733 -2.191
H -2.485 -1.504 -0.987
H 1.701 -2.161 -1.397
H -0.080 -3.415 -0.679
F -0.362 0.124 6.236
C -0.024 0.246 4.929
C 0.474 1.447 4.400
F 0.563 2.509 5.230
C 0.743 1.604 3.048
F 1.196 2.795 2.572
C 0.438 0.544 2.155
O 0.536 0.772 0.870
C 0.110 -0.718 2.722
F -0.100 -1.776 1.881
C -0.160 -0.863 4.087
F -0.707 -1.980 4.619

---

Entry 2:
38
Properties=species:S:1:pos:R:3 method="wB97M-V/def2-TZVPD" homo_lumo_gap_ev=1.970 total_energy_ev=-53179.2457 total_charge=+2 homo_ha=-0.5676 lumo_ev=-13.477
C -0.857 2.589 -2.142
C -2.231 3.008 -1.605
O -2.936 3.812 -2.202
O -2.707 2.470 -0.418
C -1.815 2.804 0.725
C -1.638 1.617 1.678
C -0.169 1.290 1.971
C 0.533 0.811 0.702
C 1.837 0.039 0.874
Cl 2.797 0.756 2.189
O 1.736 -1.297 1.202
C 0.704 -2.089 0.701
C 1.290 -3.533 0.350
C 0.500 -4.159 -0.776
O 1.398 -4.293 1.492
O 2.672 0.220 -0.268
C 2.168 -0.297 -1.406
O 1.153 0.054 -1.963
Cl 3.114 -1.628 -2.004
H -0.083 3.065 -1.555
H -0.722 1.512 -2.135
H -0.809 2.945 -3.163
H -2.329 3.610 1.231
H -0.875 3.194 0.353
H -2.075 1.923 2.620
H -2.160 0.746 1.299
H -0.146 0.535 2.747
H 0.292 2.203 2.325
H 0.821 1.688 0.134
H -0.188 0.274 0.090
H -0.038 -2.278 1.472
H 0.252 -1.716 -0.211
H 2.309 -3.313 0.015
H -0.560 -3.926 -0.720
H 0.635 -5.234 -0.803
H 0.875 -3.768 -1.716
H 0.788 -5.036 1.445
Hg -3.536 1.400 -2.528

---

Entry 3:
90
Properties=species:S:1:pos:R:3 method="wB97M-V/def2-TZVPD" homo_lumo_gap_ev=8.697 total_energy_ev=-121275.2343 total_charge=0 homo_ha=-0.3215 relative_energy_kcal_mol=774.5 lumo_ev=-0.050
O 0.694 -3.619 5.325
S 0.227 -3.620 3.934
O -0.033 -4.870 3.247
O -1.107 -2.649 3.740
C -1.588 -2.514 2.418
C -2.718 -3.530 2.281
C 1.483 -2.646 2.900
H -0.844 -2.600 1.626
H -1.973 -1.495 2.390
H -2.290 -4.531 2.230
H -3.415 -3.443 1.447
H -3.284 -3.497 3.212
H 1.536 -2.894 1.840
H 2.396 -2.808 3.473
H 1.262 -1.584 3.000
O 3.264 5.043 -1.143
S 2.612 4.871 0.149
O 1.512 5.718 0.671
O 2.144 3.273 0.171
C 0.785 3.043 -0.204
C 0.751 2.738 -1.710
C 3.871 4.682 1.397
H 0.129 3.795 0.237
H 0.491 2.070 0.189
H -0.249 2.379 -1.952
H 1.462 1.933 -1.899
H 1.025 3.596 -2.324
H 4.649 4.011 1.032
H 3.522 4.525 2.417
H 4.451 5.604 1.368
O 3.886 0.002 -2.785
S 3.310 0.791 -1.692
O 1.923 0.646 -1.285
O 4.262 0.576 -0.318
C 3.689 0.928 0.929
C 3.274 -0.305 1.756
C 3.761 2.607 -1.869
H 2.834 1.604 0.909
H 4.502 1.307 1.549
H 2.649 -0.075 2.618
H 4.201 -0.748 2.120
H 2.643 -0.910 1.105
H 3.309 3.392 -1.262
H 3.521 2.787 -2.917
H 4.844 2.571 -1.753
O -0.511 -1.247 -2.224
S -0.078 -2.619 -2.029
O -0.397 -3.701 -2.987
O 1.553 -2.604 -1.728
C 2.141 -1.830 -0.640
C 3.674 -1.757 -0.964
C -0.786 -3.049 -0.372
H 1.976 -2.338 0.310
H 1.719 -0.827 -0.710
H 4.146 -2.708 -1.213
H 4.214 -1.429 -0.075
H 3.842 -1.174 -1.869
H -0.293 -2.492 0.426
H -0.767 -4.091 -0.054
H -1.757 -2.558 -0.431
O -0.604 0.868 1.918
S -0.014 -0.219 1.174
O 1.071 -0.954 1.764
O -1.214 -1.289 0.660
C -2.359 -0.756 0.113
C -3.479 -1.730 0.491
C 0.603 0.424 -0.431
H -2.315 -0.528 -0.952
H -2.594 0.205 0.569
H -3.550 -1.983 1.549
H -3.457 -2.681 -0.041
H -4.303 -1.135 0.097
H 1.257 1.291 -0.335
H -0.214 0.698 -1.098
H 1.082 -0.433 -0.906
O -4.156 0.376 0.505
S -4.787 0.292 -0.793
O -6.273 0.476 -0.903
O -4.003 1.356 -1.760
C -4.729 2.036 -2.819
C -5.409 3.328 -2.290
C -4.257 -1.298 -1.663
H -5.346 1.393 -3.446
H -3.867 2.335 -3.415
H -5.949 3.955 -3.000
H -4.733 4.003 -1.765
H -6.176 3.039 -1.572
H -4.549 -1.260 -2.713
H -4.545 -2.208 -1.137
H -3.177 -1.330 -1.808

---

Entry 4:
132
Properties=species:S:1:pos:R:3 method="wB97M-V/def2-TZVPD" homo_lumo_gap_ev=6.863 total_energy_ev=-265799.0502 total_charge=0 homo_ha=-0.3083 lumo_ev=-1.526
H -0.985 2.336 5.214
N -0.996 3.105 4.524
C -2.004 2.878 3.761
C -2.902 1.626 4.074
C -3.542 1.045 2.759
C -4.966 1.381 2.511
C -5.552 0.858 1.288
C -4.774 0.040 0.322
C -3.353 -0.292 0.561
C -2.520 -1.169 -0.446
C -1.686 -0.229 -1.427
C -0.231 -0.832 -1.761
C 0.797 -0.039 -0.875
N 2.235 -0.269 -1.286
C 3.037 0.400 -0.229
C 4.581 0.043 -0.230
C 4.989 -0.368 1.242
C 6.358 -1.149 1.352
C 2.411 -1.713 -1.294
S 2.974 -2.394 -2.695
S 2.070 -2.821 0.125
C 3.684 -3.622 0.529
C 3.340 -4.957 1.342
C 2.628 -4.552 2.693
C -2.746 0.225 1.820
S -1.019 -0.105 2.312
C -5.513 -0.500 -0.952
O -5.005 -0.546 -2.041
C -7.004 -0.942 -0.659
C -7.528 -2.135 -1.314
Br -6.480 -3.232 -2.535
C -8.933 -2.508 -0.973
Br -9.608 -4.119 -1.849
C -9.730 -1.720 -0.019
C -11.203 -2.175 0.266
O -12.069 -1.062 -0.110
C -13.417 -1.421 -0.045
C -13.957 -2.707 0.669
O -14.236 -0.685 -0.529
C -9.167 -0.514 0.666
S -10.111 0.446 1.892
O -9.286 1.291 2.755
O -11.027 1.339 1.182
C -11.051 -0.659 3.108
F -11.065 0.012 4.307
F -12.352 -0.841 2.770
F -10.380 -1.834 3.364
C -7.786 -0.128 0.298
C -7.039 1.120 0.854
O -7.469 2.240 0.916
H -2.289 3.555 2.917
H -3.762 1.922 4.741
H -2.351 0.792 4.577
H -5.571 2.016 3.195
H -1.818 -1.843 0.129
H -3.182 -1.863 -1.035
H -2.233 -0.029 -2.383
H -1.531 0.745 -0.877
H -0.267 -1.933 -1.563
H -0.068 -0.595 -2.852
H 0.687 -0.409 0.183
H 0.650 1.077 -0.961
H 2.951 1.510 -0.429
H 2.651 0.245 0.820
H 4.892 -0.688 -1.019
H 5.136 1.001 -0.455
H 4.173 -0.965 1.749
H 5.075 0.580 1.848
H 6.359 -1.658 2.364
H 7.215 -0.429 1.367
H 6.451 -1.961 0.588
H 4.254 -2.966 1.236
H 4.336 -3.809 -0.360
H 2.669 -5.549 0.660
H 4.334 -5.460 1.514
H 2.514 -5.458 3.352
H 3.252 -3.750 3.171
H 1.597 -4.134 2.554
H -0.860 -1.451 2.040
H -11.517 -3.026 -0.401
H -11.369 -2.526 1.316
H -13.768 -2.718 1.779
H -13.467 -3.639 0.253
H -15.056 -2.849 0.495
C 4.899 4.253 -5.260
O 3.486 4.191 -5.387
C 2.970 2.897 -5.091
C 2.329 2.860 -3.714
O 3.306 2.991 -2.686
C 3.315 4.289 -2.112
H 5.204 5.297 -5.343
H 5.233 3.869 -4.293
H 5.372 3.686 -6.068
H 3.750 2.134 -5.177
H 2.203 2.682 -5.841
H 1.851 1.885 -3.575
H 1.557 3.631 -3.623
H 2.409 4.442 -1.515
H 3.391 5.067 -2.876
H 4.182 4.362 -1.454
C 3.520 -2.475 8.205
O 3.225 -3.724 8.811
C 2.104 -4.367 8.213
C 2.540 -5.501 7.301
O 3.202 -5.003 6.142
C 4.610 -5.169 6.212
H 4.472 -2.123 8.602
H 3.606 -2.565 7.119
H 2.745 -1.744 8.456
H 1.481 -3.648 7.672
H 1.505 -4.784 9.030
H 1.649 -6.034 6.953
H 3.172 -6.214 7.839
H 4.869 -6.229 6.121
H 5.017 -4.767 7.144
H 5.057 -4.628 5.377
C 7.403 4.574 -8.759
O 8.081 4.267 -7.549
C 9.497 4.283 -7.705
C 10.101 5.547 -7.116
O 9.743 6.694 -7.880
C 8.733 7.468 -7.253
H 6.344 4.701 -8.532
H 7.777 5.498 -9.206
H 7.512 3.748 -9.468
H 9.777 4.170 -8.756
H 9.886 3.420 -7.156
H 11.192 5.466 -7.157
H 9.810 5.666 -6.068
H 9.138 7.968 -6.367
H 7.872 6.856 -6.971
H 8.401 8.229 -7.960